[1]
{
  "formula": "C12H20ClN2S3SbSe4V",
  "method": "ωB97M-V with the def2-TZVPD basis set",
  "gap_ev": [3.8, 3.9],
  "lumo_ev": [-3.0, -2.9],
  "multiplicity": 2,
  "e_above_lowest_kcal_mol": 73.9,
  "homo_energy_ev": [-6.7, -6.8],
  "species": ["V", "C", "C", "S", "C", "C", "S", "C", "C", "S", "H", "H", "H", "H", "H", "H", "H", "H", "H", "H", "H", "H", "Se", "Sb", "Se", "Se", "Se", "N", "C", "C", "C", "C", "C", "N", "H", "H", "H", "H", "H", "H", "Cl", "C", "H", "H"],
  "coordinates": [[0.034, -0.042, -0.482], [-0.992, -0.091, 2.732], [-1.512, 1.222, 2.191], [-0.302, 1.936, 1.052], [-1.366, 3.054, 0.125], [-2.474, 2.324, -0.585], [-1.862, 0.895, -1.505], [-4.402, -0.866, 0.174], [-4.521, -0.609, 1.469], [-0.718, -1.323, 1.432], [-1.726, -0.514, 3.416], [-0.071, 0.043, 3.293], [-1.680, 1.933, 3.001], [-2.442, 1.055, 1.648], [-0.696, 3.533, -0.590], [-1.739, 3.818, 0.810], [-2.955, 2.991, -1.300], [-3.240, 1.991, 0.114], [-3.728, -1.630, -0.195], [-4.966, -0.315, -0.569], [-3.952, -1.163, 2.207], [-5.193, 0.156, 1.837], [0.826, -2.309, 4.757], [2.556, -0.787, 3.894], [4.263, -2.368, 3.501], [2.385, 1.500, 4.395], [1.811, -0.638, 1.014], [0.407, -3.370, -0.476], [-0.090, -2.945, -1.651], [-0.628, -3.865, -2.578], [-1.070, -3.418, -3.797], [-0.942, -2.063, -4.118], [-0.420, -1.236, -3.166], [-0.072, -1.631, -1.923], [0.354, -4.339, -0.229], [0.933, -2.747, 0.120], [-0.672, -4.911, -2.308], [-1.494, -4.115, -4.508], [-1.232, -1.669, -5.081], [-0.292, -0.183, -3.365], [2.819, -0.038, -2.225], [1.578, 1.002, -1.450], [1.060, 1.527, -2.254], [2.107, 1.726, -0.842]],
  "atomic_forces_ev_per_a": [[-0.1, 0.9, -1.0], [-0.4, 0.3, -0.1], [-0.1, 0.0, -0.1], [0.1, -0.1, -0.1], [0.2, 0.1, 0.0], [-0.1, 0.0, -0.1], [0.3, -0.4, 0.3], [0.0, 0.1, 0.1], [0.0, 0.0, -0.1], [2.3, 0.5, 0.3], [0.1, -0.1, 0.0], [0.0, -0.1, 0.2], [0.1, 0.0, 0.0], [0.0, 0.0, 0.0], [0.0, 0.0, 0.0], [0.0, 0.0, 0.0], [0.0, 0.0, 0.0], [-0.1, 0.0, 0.0], [0.0, 0.0, 0.0], [0.0, 0.0, 0.0], [0.0, 0.0, 0.0], [0.0, 0.0, 0.0], [0.1, 0.9, -0.4], [-0.5, -1.8, 1.8], [0.7, 0.4, -0.5], [0.0, 0.5, -0.2], [-2.6, -0.8, -0.3], [-0.2, 0.0, -0.1], [0.0, -0.5, 0.2], [-0.1, 0.1, -0.2], [0.1, -0.2, 0.3], [0.2, 0.1, 0.0], [-0.2, 0.2, -0.4], [0.0, 0.5, 0.4], [0.1, -0.1, 0.0], [0.1, -0.2, -0.1], [0.0, 0.0, 0.0], [0.0, 0.0, 0.0], [0.0, 0.0, 0.0], [0.0, 0.0, -0.1], [-0.2, 0.1, 0.1], [0.1, -0.2, -0.1], [0.0, 0.0, 0.0], [0.0, 0.1, 0.1]]
}

***

[2]
{
  "formula": "C12H20FKO8S2Zn",
  "method": "ωB97M-V with the def2-TZVPD basis set",
  "gap_ev": 6.2,
  "lumo_ev": -8.9,
  "charge": 2,
  "multiplicity": 1,
  "e_above_lowest_kcal_mol": 0.0,
  "homo_energy_ev": -15.1,
  "species": ["Zn", "K", "F", "O", "S", "O", "O", "C", "C", "C", "H", "H", "H", "H", "H", "H", "H", "H", "O", "S", "O", "O", "C", "C", "C", "H", "H", "H", "H", "H", "H", "H", "H", "C", "C", "C", "O", "C", "C", "C", "O", "H", "H", "H", "H"],
  "coordinates": [[2.712, -11.743, -9.843], [-0.771, -12.947, -11.472], [0.951, -12.027, -9.384], [2.996, -10.735, -8.158], [2.984, -10.504, -6.707], [4.167, -10.817, -6.004], [2.547, -9.038, -6.476], [3.246, -7.966, -7.209], [2.715, -6.644, -6.741], [1.625, -11.340, -6.018], [3.103, -8.132, -8.277], [4.313, -8.064, -7.007], [3.518, -5.911, -6.817], [2.440, -6.674, -5.687], [1.849, -6.296, -7.298], [0.734, -11.167, -6.613], [1.510, -11.012, -4.988], [1.919, -12.389, -6.002], [3.385, -13.341, -8.693], [4.117, -14.611, -8.750], [5.501, -14.621, -8.477], [3.372, -15.446, -7.682], [3.912, -16.761, -7.362], [3.267, -17.303, -6.119], [3.790, -15.520, -10.244], [4.995, -16.708, -7.255], [3.750, -17.465, -8.185], [2.218, -17.006, -6.067], [3.778, -16.966, -5.222], [3.211, -18.387, -6.190], [2.813, -15.976, -10.089], [4.592, -16.233, -10.400], [3.730, -14.811, -11.070], [-0.218, -14.293, -7.326], [0.217, -15.240, -8.140], [0.056, -16.700, -7.889], [0.504, -17.505, -8.673], [-0.719, -17.042, -6.674], [-1.091, -16.110, -5.800], [-0.750, -14.672, -5.989], [-0.812, -13.866, -5.094], [-0.317, -13.264, -7.648], [0.682, -15.003, -9.093], [-0.974, -18.080, -6.490], [-1.645, -16.421, -4.922]],
  "atomic_forces_ev_per_a": [[0.0, -0.5, 2.9], [-0.2, 0.1, 0.3], [-0.3, -0.2, -1.6], [0.3, 0.5, -0.9], [-0.3, 0.3, 0.6], [0.5, -0.2, -0.1], [-0.2, 0.0, -0.4], [0.5, 0.0, -0.1], [0.0, 0.3, 0.3], [0.0, -0.4, 0.1], [-0.2, 0.0, 0.0], [-0.1, -0.1, 0.2], [-0.1, 0.1, -0.2], [0.1, -0.1, 0.0], [0.0, -0.1, -0.1], [0.0, 0.0, 0.0], [0.0, 0.2, 0.0], [-0.1, 0.0, -0.1], [-0.1, 0.3, -1.3], [0.5, -1.3, 0.6], [0.5, 0.6, -0.3], [-0.5, 0.2, 0.1], [0.7, -1.3, -0.1], [-0.6, 0.2, 0.0], [-0.6, 0.8, 0.1], [0.0, 0.4, 0.1], [-0.4, 0.4, -0.2], [0.0, 0.2, 0.0], [-0.1, -0.2, 0.1], [0.4, -0.1, 0.2], [0.1, -0.3, -0.2], [0.0, -0.1, 0.0], [0.2, -0.1, -0.1], [-0.8, 0.0, -0.1], [0.3, -0.1, -0.6], [0.0, 0.4, 0.4], [0.1, -0.1, 0.0], [0.0, -0.3, 0.0], [-0.1, -0.1, 0.0], [0.1, -0.3, 0.1], [-0.2, 0.2, 0.0], [0.5, 0.1, 0.3], [0.0, 0.0, -0.1], [0.1, 0.0, -0.2], [0.1, 0.4, 0.2]]
}

***

[3]
{
  "formula": "C12H20INO6S",
  "method": "ωB97M-V with the def2-TZVPD basis set",
  "gap_ev": 6.6,
  "lumo_ev": -1.2,
  "multiplicity": 1,
  "homo_energy_ev": -7.8,
  "species": ["I", "N", "C", "C", "C", "C", "C", "C", "S", "C", "C", "C", "C", "C", "C", "H", "H", "H", "H", "H", "H", "H", "H", "O", "H", "H", "O", "H", "H", "O", "H", "H", "O", "H", "H", "O", "H", "H", "O", "H", "H"],
  "coordinates": [[-0.037, -3.088, 1.706], [0.013, -1.991, -0.088], [1.235, -1.135, 0.052], [2.668, -1.951, 0.340], [4.110, -1.124, 0.521], [4.224, 0.530, 0.392], [2.815, 1.322, 0.068], [1.373, 0.487, -0.084], [-0.137, 1.526, -0.463], [-1.572, 0.344, -0.253], [-3.095, 1.035, -0.244], [-4.453, 0.101, -0.068], [-4.192, -1.529, 0.043], [-2.664, -2.210, 0.033], [-1.293, -1.258, -0.094], [2.750, -3.116, 0.427], [5.138, -1.675, 0.760], [5.219, 1.141, 0.499], [2.801, 2.485, -0.067], [-3.175, 2.201, -0.332], [-5.506, 0.622, -0.032], [-5.143, -2.239, 0.152], [-2.643, -3.379, 0.116], [-6.654, 2.610, 0.224], [-6.166, 2.899, -0.561], [-6.098, 2.895, 0.964], [0.621, 5.099, 0.105], [0.634, 5.350, -0.831], [0.682, 4.132, 0.088], [-0.531, 7.878, 0.048], [-0.414, 6.934, 0.232], [0.181, 8.086, -0.576], [1.336, -5.791, -0.357], [1.046, -4.919, -0.052], [2.255, -5.851, -0.056], [1.869, 0.548, -3.454], [1.313, 0.965, -2.779], [2.354, 1.289, -3.848], [2.805, -6.161, 2.291], [3.320, -5.979, 3.092], [3.011, -7.085, 2.085]],
  "atomic_forces_ev_per_a": [[0.0, -0.5, 0.3], [-0.2, 3.1, 1.1], [5.0, 2.0, 0.1], [1.3, 4.3, -0.2], [-2.8, 2.2, -0.7], [-5.1, -2.0, -0.8], [0.5, -4.2, 0.5], [2.5, -2.3, 0.8], [0.2, -2.1, 0.4], [-2.4, -2.5, 0.6], [-0.1, -4.3, 0.6], [5.1, -1.6, -0.3], [2.8, 2.1, -0.2], [-1.6, 4.2, -0.5], [-5.1, 1.5, -0.5], [-0.4, 2.6, -0.2], [-2.7, 1.0, -0.6], [-2.2, -1.5, -0.2], [-0.1, -2.5, 0.3], [0.3, -2.5, 0.2], [2.3, -1.3, -0.1], [2.5, 1.7, -0.3], [0.2, 2.6, -0.2], [0.5, 0.1, 0.0], [-0.2, 0.0, 0.2], [-0.2, -0.1, -0.2], [0.1, -0.1, -0.5], [0.0, -0.1, 0.2], [-0.2, 0.2, 0.2], [0.3, -0.2, -0.4], [0.0, 0.2, 0.2], [-0.3, 0.0, 0.3], [0.3, 0.2, -0.1], [0.0, -0.4, 0.0], [-0.4, 0.0, 0.0], [0.0, 0.5, 0.0], [0.1, -0.2, -0.1], [-0.1, -0.3, 0.1], [0.4, -0.2, 0.2], [-0.2, 0.0, -0.3], [-0.2, 0.3, 0.1]]
}

***

[4]
{
  "formula": "C12H20N",
  "method": "ωB97M-V with the def2-TZVPD basis set",
  "gap_ev": 8.6,
  "lumo_ev": -4.1,
  "charge": 1,
  "multiplicity": 1,
  "smiles": "C=C=CC[C@H](/[NH+]=C(\\C)CC)C1CC1",
  "e_above_lowest_kcal_mol": 94.5,
  "homo_energy_ev": -12.7,
  "species": ["C", "C", "C", "C", "C", "N", "C", "C", "C", "C", "C", "C", "C", "H", "H", "H", "H", "H", "H", "H", "H", "H", "H", "H", "H", "H", "H", "H", "H", "H", "H", "H", "H"],
  "coordinates": [[3.899, 0.518, -0.986], [3.153, 0.737, 0.015], [2.676, 1.220, 1.087], [1.297, 1.192, 1.615], [0.060, 0.877, 0.743], [-0.210, -0.492, 0.441], [-1.309, -1.209, 0.401], [-2.400, -1.014, 1.427], [-1.502, -2.533, -0.219], [-0.362, -3.070, -1.066], [0.120, 1.547, -0.657], [-1.150, 1.823, -1.442], [-0.170, 2.956, -1.046], [4.308, -0.501, -1.328], [3.871, 1.329, -1.776], [3.355, 1.595, 1.879], [1.191, 0.484, 2.487], [1.059, 2.145, 2.099], [-0.791, 1.269, 1.304], [0.470, -0.726, -0.249], [-2.980, -0.030, 1.197], [-1.908, -1.092, 2.479], [-3.078, -1.897, 1.097], [-2.414, -2.572, -0.791], [-1.672, -3.168, 0.670], [-0.353, -4.158, -0.764], [0.656, -2.710, -0.772], [-0.611, -3.105, -2.150], [0.897, 1.077, -1.117], [-2.048, 1.663, -0.920], [-1.300, 1.633, -2.495], [0.339, 3.473, -1.743], [-0.460, 3.577, -0.246]],
  "atomic_forces_ev_per_a": [[0.9, -1.3, -4.3], [0.4, -0.1, 0.3], [-0.6, 0.5, 3.0], [-1.8, -1.0, 1.3], [-0.9, 3.2, 0.3], [-0.9, -1.9, -1.7], [0.4, 0.9, 2.6], [-1.1, 0.5, -1.0], [1.9, -0.1, -0.5], [0.2, -2.2, 0.3], [-1.6, 0.1, 0.7], [1.7, 0.7, -0.1], [-2.6, -2.5, 2.6], [-0.5, 1.7, 0.9], [0.5, -1.0, 0.9], [-0.1, -0.1, -0.8], [0.5, 0.4, -0.6], [0.1, 0.1, -0.3], [-0.1, 0.0, 0.0], [0.7, -1.1, -0.7], [1.0, -1.6, 1.0], [-1.3, 0.2, -1.8], [0.5, 1.8, 1.7], [-0.6, 0.3, 0.0], [0.1, 0.1, -0.4], [0.4, 0.9, -0.6], [-0.9, -0.1, -0.7], [0.7, 0.6, 0.7], [2.1, -1.0, -1.9], [-1.1, 0.3, 0.9], [0.6, -0.3, -0.1], [1.9, 1.1, -2.5], [-0.6, 0.7, 0.8]]
}

***

[5]
{
  "formula": "C12H20N2O2",
  "method": "ωB97M-V with the def2-TZVPD basis set",
  "gap_ev": 9.3,
  "lumo_ev": 0.8,
  "multiplicity": 1,
  "smiles": "CCCCN(C(=O)C(C)C)c1nc(C)co1",
  "e_above_lowest_kcal_mol": 12.9,
  "homo_energy_ev": -8.5,
  "species": ["C", "C", "C", "C", "N", "C", "O", "C", "C", "C", "C", "N", "C", "C", "C", "O", "H", "H", "H", "H", "H", "H", "H", "H", "H", "H", "H", "H", "H", "H", "H", "H", "H", "H", "H", "H"],
  "coordinates": [[0.311, 0.350, -5.220], [-0.177, -0.737, -4.284], [-0.575, -0.173, -2.891], [-1.076, -1.283, -1.993], [-1.247, -0.768, -0.621], [-2.410, -0.077, -0.287], [-3.339, -0.067, -1.100], [-2.589, 0.790, 1.021], [-4.075, 1.210, 1.290], [-1.724, 2.055, 1.003], [-0.185, -1.045, 0.283], [-0.148, -0.835, 1.557], [1.083, -1.318, 1.960], [1.647, -1.355, 3.372], [1.789, -1.736, 0.865], [0.981, -1.536, -0.194], [-0.515, 1.023, -5.515], [1.050, 0.972, -4.680], [0.763, -0.040, -6.140], [0.653, -1.407, -4.157], [-1.024, -1.262, -4.733], [-1.311, 0.610, -3.017], [0.332, 0.273, -2.442], [-0.341, -2.099, -1.972], [-1.989, -1.757, -2.385], [-2.291, 0.149, 1.862], [-4.511, 1.820, 0.475], [-4.203, 1.792, 2.214], [-4.676, 0.314, 1.406], [-2.166, 2.707, 0.264], [-1.702, 2.555, 2.014], [-0.695, 1.834, 0.743], [1.635, -0.322, 3.760], [0.998, -1.975, 4.015], [2.694, -1.698, 3.334], [2.836, -2.104, 0.803]],
  "atomic_forces_ev_per_a": [[-0.2, 0.9, 0.0], [-0.3, 0.7, 0.4], [0.8, -0.5, -1.0], [0.0, -0.3, -0.1], [1.3, -0.7, 1.0], [-2.1, 1.3, -0.4], [1.4, -0.2, 0.7], [-0.2, -0.5, 0.6], [0.3, -0.3, -0.8], [0.1, -0.3, 0.9], [-0.3, 0.8, 0.0], [-0.3, -0.5, 0.4], [1.9, -0.5, -0.1], [-0.9, 0.7, -0.6], [0.2, 0.3, 2.2], [-0.8, -0.2, -2.1], [0.3, -0.2, 0.1], [-0.2, -0.2, -0.4], [-0.1, 0.0, 0.3], [0.2, -0.7, 0.2], [0.1, -0.2, 0.1], [-0.3, 0.2, 0.1], [-0.4, -0.1, -0.1], [-0.1, 0.3, 0.2], [0.0, 0.5, 0.4], [0.1, 0.2, -0.2], [0.4, -0.4, 0.3], [0.5, -0.2, -0.2], [-0.2, -0.1, -0.1], [0.1, 0.5, -0.2], [-0.2, -0.5, -1.1], [0.2, 0.0, -0.1], [0.0, -0.4, 0.1], [0.6, 0.2, -0.2], [-0.6, -0.1, 0.2], [-1.3, 0.3, -0.5]]
}

***

[6]
{
  "formula": "C12H20N3O6S2Tc",
  "method": "ωB97M-V with the def2-TZVPD basis set",
  "gap_ev": [5.1, 5.5],
  "lumo_ev": [-13.6, -13.2],
  "charge": 3,
  "multiplicity": 2,
  "homo_energy_ev": [-18.7, -18.7],
  "species": ["Tc", "N", "C", "C", "C", "N", "C", "C", "N", "C", "H", "H", "H", "H", "H", "H", "H", "H", "H", "H", "H", "H", "H", "H", "H", "H", "O", "S", "O", "O", "C", "C", "C", "C", "C", "C", "S", "O", "O", "O", "H", "H", "H", "H"],
  "coordinates": [[-0.370, -0.193, -0.036], [3.163, 2.806, -3.124], [2.085, 1.766, -2.984], [2.541, 0.618, -2.090], [2.577, 0.946, -0.582], [1.814, -0.095, 0.154], [1.994, 2.323, -0.232], [0.709, 2.686, -0.987], [-0.441, 1.982, -0.354], [0.765, 2.354, -2.493], [3.997, 2.398, -3.574], [3.442, 3.187, -2.210], [2.852, 3.584, -3.723], [1.926, 1.378, -3.994], [3.511, 0.245, -2.420], [1.817, -0.186, -2.248], [3.612, 0.915, -0.220], [2.030, -0.003, 1.152], [2.175, -1.021, -0.098], [2.742, 3.102, -0.383], [1.768, 2.331, 0.836], [0.540, 3.762, -0.864], [-1.278, 2.134, -0.927], [-0.636, 2.461, 0.533], [0.504, 3.232, -3.085], [0.011, 1.593, -2.699], [-3.351, -0.446, 2.328], [-2.340, -0.813, 1.425], [-0.942, -0.462, 1.859], [-2.355, -0.171, 0.070], [-2.768, -2.491, 0.817], [-3.720, -3.176, 1.552], [-4.426, -4.202, 0.925], [-4.200, -4.509, -0.403], [-3.231, -3.827, -1.136], [-2.522, -2.816, -0.507], [-0.926, -2.362, -1.251], [-0.535, -3.396, -2.119], [-0.708, -0.977, -1.851], [-0.172, -2.197, 0.025], [-3.937, -2.891, 2.571], [-5.197, -4.722, 1.485], [-4.750, -5.314, -0.882], [-2.994, -4.104, -2.152]],
  "atomic_forces_ev_per_a": [[0.6, 0.1, 0.0], [0.2, 0.2, -0.1], [-0.5, -0.6, 0.0], [0.1, 0.1, 0.0], [0.2, 0.5, -0.2], [-0.4, -0.1, 0.5], [-0.3, -0.3, 0.0], [0.6, 0.3, -0.1], [-0.4, -0.4, -0.2], [0.1, 0.2, 0.1], [-0.1, 0.2, 0.1], [0.1, 0.1, -0.4], [0.1, -0.1, 0.2], [0.1, 0.1, 0.1], [0.0, -0.2, 0.0], [0.1, 0.0, -0.2], [-0.2, -0.1, 0.0], [0.0, -0.1, 0.0], [-0.1, 0.0, 0.1], [0.0, 0.0, 0.1], [0.2, 0.2, 0.1], [-0.1, -0.2, 0.0], [0.1, 0.1, 0.2], [-0.1, -0.2, 0.0], [-0.2, 0.0, 0.0], [0.0, 0.0, -0.3], [0.4, 0.5, 0.2], [-4.1, -2.9, 2.1], [1.4, 0.2, 0.1], [1.2, 2.1, -1.5], [0.0, 0.8, 1.3], [0.3, 0.3, -0.2], [-0.2, -0.1, 0.1], [-0.1, -0.2, -0.1], [0.3, 0.3, 0.2], [0.7, -0.2, -1.3], [-2.4, -3.7, -1.8], [0.3, 0.3, -0.1], [0.0, 1.1, 0.0], [1.8, 1.6, 1.2], [-0.1, 0.1, 0.1], [0.2, 0.0, -0.1], [0.0, 0.2, 0.1], [0.0, -0.1, -0.1]]
}